Below is a molecular structure, C11H24AuIN3OV at a distorted geometry, with properties calculated with the ωB97M-V functional and the def2-TZVPD basis.

Values from the calculation:
Max |F| in eV Å⁻¹: 5.5
LUMO level (spin up / spin down) in Eh: -0.3892 / -0.3892
Multiplicity: 1
Charge: +2

```
42
C11H24AuIN3OV, DFT the ωB97M-V functional and the def2-TZVPD basis
Au 2.4337 -0.5152 -1.3871
I -0.5114 0.9541 3.2272
V 0.0365 0.0927 0.8752
O 4.0378 -1.3150 1.3511
N -0.5318 -1.4529 -0.1240
N 1.7765 -0.3830 1.5969
N -0.2846 1.6147 0.0470
C 0.0234 3.6216 -1.4168
C 1.8113 2.8720 0.0771
C 2.9243 -0.8111 1.4510
C 0.7425 -3.5441 -0.6462
C -0.4069 -2.9046 0.1342
C -0.1324 -3.0772 1.6043
C -1.6893 1.5846 -0.3544
C 0.3198 2.9689 -0.0687
C -1.6748 -3.6985 -0.2187
C -0.2019 3.8989 1.0195
C -1.0870 -1.2463 -1.4737
H 0.3323 2.9812 -2.2450
H 2.2577 2.3058 -0.7505
H -2.3145 2.3561 0.1066
H -0.6508 -1.8434 -2.3089
H 1.7060 -3.1340 -0.3461
H -2.5513 -3.2618 0.2634
H 0.5754 4.5655 -1.5501
H -2.1150 0.6147 -0.0877
H 0.7473 -2.5108 1.9154
H -0.9801 -2.7259 2.1874
H -1.8886 -3.7652 -1.2919
H 0.0317 -4.1274 1.8414
H 2.2795 3.8577 0.0774
H 2.1082 2.3646 0.9913
H -1.6191 -4.7376 0.1382
H -2.1725 -1.4156 -1.5504
H 0.0623 3.5401 2.0116
H -0.9590 -0.2173 -1.8010
H 0.8041 -4.6303 -0.4925
H 0.6852 -3.3770 -1.7250
H -1.2920 4.0001 0.9972
H 0.2105 4.9170 0.9220
H -1.0318 3.8720 -1.5666
H -1.8107 1.7125 -1.4300
```


Below is a molecular structure, C11H24AuN6, with properties calculated with the ωB97M-V functional and the def2-TZVPD basis.

Values from the calculation:
ΔE to the lowest compared entry with this formula, charge and spin in kcal/mol: 0.6
Max |F| in eV Å⁻¹: 0.6
LUMO level in Eh: -0.4219
Multiplicity: 1
Charge: +3

```
42
C11H24AuN6, DFT the ωB97M-V functional and the def2-TZVPD basis
Au 0.0950 -0.1574 -0.1294
N 1.4219 1.0498 -1.1463
N -2.1702 0.6406 -1.4136
N 0.4786 2.9308 5.1524
N 0.2193 0.8751 1.5932
N 0.0930 -1.2636 -1.8495
N -0.7549 -1.8208 0.7652
C -0.7479 -2.9452 -0.2431
C 2.2387 0.0350 -1.9102
C 1.3027 1.2238 3.6875
C -1.1637 -1.1985 -2.6866
C 1.1874 0.5684 2.5056
C 0.2844 -2.6613 -1.3222
C -0.6586 1.8752 1.8830
C -0.6008 2.5752 3.0444
C 1.2549 -0.8085 -2.7020
C -1.7864 0.1830 -2.7594
C 0.3964 2.2719 4.0113
H -1.6999 -1.6659 1.1165
H 0.1894 -3.3910 -2.1296
H 1.2972 -2.7307 -0.9200
H -1.7503 -2.9993 -0.6587
H 1.7460 -1.6682 -3.1588
H 2.9465 0.5314 -2.5742
H 0.9512 1.6807 -1.7968
H -2.4025 1.6292 -1.4344
H 2.8045 -0.5476 -1.1843
H -2.6299 0.1186 -3.4494
H -1.8874 -1.9007 -2.2801
H -1.4183 2.0926 1.1435
H 0.8458 -0.1999 -3.5081
H -3.0289 0.1816 -1.1202
H -1.0931 0.9053 -3.1976
H -1.3219 3.3617 3.2225
H -0.1637 3.6749 5.3806
H 2.0039 1.6330 -0.5438
H -0.8992 -1.5563 -3.6831
H 2.0909 0.9435 4.3736
H 1.8854 -0.2198 2.2511
H 1.1855 2.7183 5.8402
H -0.5488 -3.8943 0.2513
H -0.1923 -2.0703 1.5795
```


Below is a molecular structure, C11H24BN3OTa at a distorted geometry, with properties calculated with the ωB97M-V functional and the def2-TZVPD basis.

Values from the calculation:
Max |F| in eV Å⁻¹: 3.6
LUMO level in Eh: 0.1074
Multiplicity: 1
Charge: -1

```
41
C11H24BN3OTa, DFT the ωB97M-V functional and the def2-TZVPD basis
Ta -0.4297 -0.2589 0.4769
O 0.8740 -3.3332 -0.1881
N -1.3016 0.6604 -1.2627
N 2.8184 -0.0573 -1.8057
N -1.9359 0.8047 3.1723
C 2.7050 -0.0110 -0.5066
C 0.1156 -2.2326 -2.4157
C 1.9107 -1.6414 2.3332
C 1.5958 0.8103 0.2668
C -0.8259 3.1807 -0.8685
C -0.1693 1.8744 -3.1068
C -2.4316 -1.4325 0.7667
C 0.4053 -1.2571 2.4114
C -0.8074 1.8077 -1.6328
C 2.9581 -2.2764 2.2430
C -1.3124 1.3811 1.9206
B 0.2848 -2.1483 -0.7847
H 0.8951 2.2801 -3.0253
H -0.2580 -2.1468 2.6746
H -3.0520 -1.2766 -0.1801
H -2.1798 1.8238 1.3204
H 1.0744 -2.6504 -2.8738
H -2.9303 1.0773 3.1663
H 0.2123 -4.0407 -0.0799
H 3.4848 -0.5991 0.0687
H 2.0532 0.5480 -2.1436
H -2.1946 -2.5508 0.7688
H -0.2060 -1.2592 -2.8757
H -1.4956 1.2561 3.9796
H -0.6698 -3.0443 -2.6049
H 3.9042 -2.8235 2.0029
H 0.3136 -0.5615 3.3124
H 0.1124 3.4305 -0.2986
H 1.5801 1.8429 -0.1882
H 2.0121 0.9402 1.3247
H -0.1415 0.8527 -3.5911
H -0.5669 2.2124 2.1094
H -3.0064 -1.1058 1.6787
H -0.9288 3.9915 -1.6682
H -1.6982 3.3224 -0.1737
H -0.7683 2.6100 -3.7225
```


Below is a molecular structure, C11H24BrF9N2O13S3V at a distorted geometry, with properties calculated with the ωB97M-V functional and the def2-TZVPD basis.

Values from the calculation:
ΔE to the lowest compared entry with this formula, charge and spin in kcal/mol: 356.3
Max |F| in eV Å⁻¹: 5.3
LUMO level in Eh: -0.0885
Multiplicity: 1
Charge: -1

```
64
C11H24BrF9N2O13S3V, DFT the ωB97M-V functional and the def2-TZVPD basis
Br 0.8045 -2.3735 -5.4517
V 0.8925 0.1904 -0.2736
S 3.9362 5.0297 -3.7143
S -3.4229 -4.5048 2.4733
S -5.5247 2.3608 -2.9235
F -5.3631 -4.2848 4.3314
F 5.4308 4.8870 -1.5035
F -4.8454 -2.3921 3.4081
F -8.1261 2.7952 -2.4574
F 6.2163 3.6815 -3.1226
F -3.4603 -3.3247 4.9127
F 6.5701 5.7928 -3.2672
F -7.4172 0.5743 -2.1321
F -7.0551 2.3171 -0.7542
O -4.5522 1.4015 -2.4622
O 4.0485 4.6914 -5.1443
O -2.5106 -3.5443 1.7955
O -2.7365 -5.7173 3.0464
O -5.7821 2.3861 -4.4103
O -4.4963 -4.8071 1.5431
O 0.4193 1.0698 1.0302
O 2.8193 -8.7868 -2.9043
O -1.5201 6.2323 3.8864
O -5.0370 3.6883 -2.5519
O 3.0885 4.0265 -3.0588
O 3.5229 6.3989 -3.3435
O 2.3012 -0.4458 0.1914
N -1.7013 8.2568 0.7728
N 3.0500 -9.5192 -0.1259
C -7.2139 1.9532 -1.9935
C 3.9905 -8.4330 -2.1206
C -1.0343 7.7788 2.0887
C 5.7032 4.8380 -2.8260
C -4.3086 -3.5211 3.9482
C 3.1260 -9.4711 -4.1520
C -2.1437 7.0589 2.9249
C 3.6881 -8.2596 -0.6319
C -2.3290 5.6819 4.9062
C 4.7993 -7.7967 0.3566
C -0.3614 8.9077 2.7852
H -2.4004 6.4829 5.6419
H 3.8950 -8.8945 -4.6661
H 0.5103 8.6794 3.3985
H 2.6309 -9.3944 0.7845
H -2.0337 7.4453 0.2716
H -3.2466 5.1728 4.6115
H 3.7244 -10.2706 -0.1518
H 0.1482 9.5992 2.1142
H -1.0376 9.5756 3.3189
H -0.9788 8.6372 0.1784
H 4.7965 -9.1656 -2.1624
H 2.2478 -9.8611 -0.6356
H -1.6567 4.9219 5.3044
H -2.5274 8.8246 0.8960
H 4.4696 -7.5483 -2.5402
H -2.7246 7.7958 3.4795
H 2.1033 -9.4151 -4.5250
H 5.7683 -8.2698 0.1976
H 4.8650 -6.7123 0.2681
H 4.4975 -7.8836 1.4004
H -2.7162 6.3827 2.2900
H 3.5754 -10.4298 -3.8930
H -0.2066 7.1043 1.8693
H 2.8314 -7.5940 -0.5263
```


Below is a molecular structure, C11H24ClFeIN2O3P at a distorted geometry, with properties calculated with the ωB97M-V functional and the def2-TZVPD basis.

Values from the calculation:
ΔE to the lowest compared entry with this formula, charge and spin in kcal/mol: 14.3
Max |F| in eV Å⁻¹: 8.3
LUMO level (spin up / spin down) in Eh: -0.3352 / -0.3646
Multiplicity: 6
Charge: +2
<S²>: 8.80

```
44
C11H24ClFeIN2O3P, DFT the ωB97M-V functional and the def2-TZVPD basis
I 3.7047 0.1811 -0.5024
Fe 1.5607 -0.7956 -1.1679
Cl 1.4192 -2.9940 -1.1256
P -0.9853 -1.0611 -1.3897
O 0.9877 -0.9793 -4.9250
O -1.5032 0.4147 1.6145
O 0.7469 2.0036 -1.8535
N -1.5702 0.8291 3.8411
N 0.4914 0.7305 2.7344
C -0.8820 0.6442 2.6644
C -0.9885 0.5714 5.1422
C -1.8663 -2.1368 -0.2026
C -1.3193 -1.9442 -2.9487
C -2.1005 0.3626 -1.5474
C 1.1622 1.6697 3.6129
C -2.9982 0.6591 3.7150
C 2.6257 -2.8401 -4.3230
C 1.2575 0.3291 1.5770
C 1.5793 -1.9001 -4.5214
C 0.9920 0.8561 -1.8975
H 3.3374 -2.8521 -5.1743
H 2.1549 -3.8332 -4.1815
H -2.8904 -2.3174 -0.5670
H -1.0738 -1.3280 -3.8195
H 2.0948 -0.2638 1.9586
H 3.1602 -2.5651 -3.3870
H -2.3829 -2.2208 -2.9864
H 0.4417 2.4069 3.9859
H -0.5026 1.4779 5.5228
H -0.2482 -0.2456 5.1417
H -1.8115 0.3123 5.8157
H 1.6641 1.2355 1.1075
H -1.7739 1.0244 -2.3568
H 1.6460 1.1635 4.4642
H -0.7202 -2.8603 -2.9646
H 0.6306 -0.2509 0.8780
H -3.2742 -0.3733 3.4476
H -3.3456 1.3340 2.9287
H -1.3338 -3.0914 -0.1135
H -3.1257 0.0272 -1.7546
H -1.9091 -1.6381 0.7732
H -2.0963 0.9178 -0.6030
H -3.4639 0.9239 4.6655
H 1.9543 2.1942 3.0588
```


Below is a molecular structure, C11H24ClIN3OP2Tl at a distorted geometry, with properties calculated with the ωB97M-V functional and the def2-TZVPD basis.

Values from the calculation:
Max |F| in eV Å⁻¹: 5.0
LUMO level (spin up / spin down) in Eh: -0.3511 / -0.3562
Multiplicity: 1
Charge: +2

```
44
C11H24ClIN3OP2Tl, DFT the ωB97M-V functional and the def2-TZVPD basis
Tl -0.6227 -2.8316 -2.3905
I 1.7297 -1.4147 -3.1564
Cl -1.9293 -0.0083 -1.1281
P 0.0193 -0.5154 1.2881
P -0.1855 1.1402 -2.7591
O 2.7278 0.1261 -0.7282
N 1.3074 0.8690 3.3647
N 0.2378 -1.2373 4.0077
N -1.1276 0.7538 3.5326
C 1.6111 0.1315 -1.0854
C 1.2530 1.6309 -3.7982
C -0.7787 2.8311 -2.3921
C 1.4115 -0.3564 4.1810
C -0.9806 -0.4819 4.3358
C -1.2789 0.6806 -4.1632
C 1.4043 0.5787 1.9428
C 0.1778 -1.7812 2.6467
C -0.6646 -4.5386 -3.7786
C -1.4034 0.4514 2.1352
C 0.0702 1.6067 3.6998
H -0.6664 -2.4783 2.5838
H 2.3161 -0.9096 3.8804
H -0.0246 2.4741 3.0293
H -1.7071 2.7616 -1.8307
H -0.9209 3.3656 -3.3401
H -2.2888 0.5201 -3.7773
H -0.0149 3.3528 -1.7864
H 1.7307 0.7304 -4.2164
H 2.3544 0.0584 1.7392
H 0.1228 1.9035 4.7675
H -0.1792 -4.1379 -4.6855
H 1.4690 -0.0636 5.2410
H -1.7449 -4.8406 -3.8583
H -0.9370 -0.1931 5.3823
H -1.8629 -1.1238 4.1670
H 1.3926 1.5290 1.3731
H -2.3095 -0.1493 2.0336
H 2.0005 2.1461 -3.1716
H -0.9185 -0.2390 -4.6391
H -1.2648 1.5069 -4.8861
H 0.9101 2.2709 -4.6115
H 0.0301 -5.1373 -3.1891
H -1.5511 1.3899 1.5687
H 1.0860 -2.3713 2.4713
```